Entry 1:
{"formula": "C30H33AsNO5RhSSi", "method": "wB97M-V/def2-TZVPD", "elements": ["Rh", "O", "C", "O", "C", "C", "C", "C", "C", "N", "C", "O", "O", "H", "H", "H", "C", "As", "C", "C", "C", "C", "C", "C", "C", "C", "H", "H", "H", "H", "H", "H", "H", "H", "H", "H", "H", "H", "H", "C", "C", "C", "C", "C", "C", "Si", "C", "C", "C", "C", "C", "C", "H", "H", "H", "H", "H", "H", "H", "H", "H", "H", "H", "C", "S", "C", "O", "H", "H", "H", "H", "H", "H"], "positions_angstrom": [[-0.046153, -0.811179, -0.138793], [-0.319459, -4.209404, 2.192706], [-0.268479, -3.118873, 1.663006], [-0.099401, -2.876021, 0.401095], [-0.251648, -1.868983, 2.527910], [-0.295077, -1.837702, 3.909609], [-0.155193, -0.612198, 4.549386], [0.043906, 0.545300, 3.803121], [0.066308, 0.441962, 2.426649], [-0.089530, -0.743660, 1.844207], [0.326212, 1.573962, 1.451878], [0.498956, 2.703157, 1.852950], [0.412944, 1.179856, 0.210422], [-0.427512, -2.768239, 4.443155], [-0.187632, -0.558609, 5.629512], [0.177856, 1.520782, 4.249323], [2.937273, -1.776264, 1.908720], [2.295001, -1.254404, 0.167302], [2.937900, -2.713984, -0.913037], [3.427677, 0.259773, -0.338727], [4.892409, 0.004194, -0.151045], [5.511301, 0.278813, 1.066618], [6.864842, 0.036784, 1.244268], [7.622340, -0.483601, 0.203961], [7.017477, -0.757515, -1.013863], [5.662711, -0.514384, -1.188797], [4.012960, -1.929029, 1.848602], [2.446292, -2.703678, 2.201258], [2.716250, -1.006779, 2.648594], [4.021582, -2.778028, -0.827591], [2.652959, -2.565424, -1.951392], [2.474956, -3.628101, -0.543739], [3.082149, 1.111057, 0.247610], [3.189765, 0.463407, -1.383595], [4.926602, 0.697166, 1.878362], [7.330938, 0.262919, 2.194499], [8.680513, -0.663873, 0.339036], [7.602453, -1.154542, -1.833312], [5.196240, -0.723670, -2.145076], [-5.006123, 1.685371, 3.141895], [-5.923816, 1.143792, 2.250536], [-5.484008, 0.560364, 1.071092], [-4.124140, 0.493198, 0.759427], [-3.224025, 1.040990, 1.669749], [-3.651653, 1.637643, 2.848396], [-3.494245, -0.250038, -0.848377], [-3.798571, 1.032742, -2.190400], [-4.325545, 0.682674, -3.434477], [-4.442864, 1.615137, -4.459576], [-4.028569, 2.922615, -4.254153], [-3.518646, 3.298958, -3.016805], [-3.411648, 2.363628, -1.998730], [-5.348396, 2.150292, 4.058010], [-6.982212, 1.177737, 2.477313], [-6.213753, 0.148334, 0.381313], [-2.171642, 1.015606, 1.431111], [-2.930258, 2.072416, 3.530627], [-4.346730, -1.413881, -1.221760], [-4.651968, -0.338045, -3.606709], [-4.862923, 1.323144, -5.414214], [-4.104643, 3.648546, -5.054027], [-3.210734, 4.323394, -2.846648], [-3.030404, 2.674836, -1.030413], [0.088533, 1.134009, -2.789332], [0.578659, -0.568517, -2.484323], [-0.649216, -1.449547, -3.455522], [-1.944109, -0.645479, -0.780161], [-0.989089, 1.211641, -2.665404], [0.386347, 1.416961, -3.797650], [0.583381, 1.755860, -2.049093], [-0.398872, -1.368443, -4.511657], [-1.627942, -1.026972, -3.246498], [-0.628864, -2.489952, -3.138327]], "atomic_forces_ev_per_a": [[2.54, -0.06, 0.76], [-0.08, 0.04, 0.00], [0.23, 0.03, -0.08], [-0.46, 0.01, -0.61], [-0.16, -0.01, 0.00], [0.00, 0.03, 0.03], [0.01, -0.01, -0.04], [-0.02, 0.00, -0.02], [0.00, 0.03, -0.01], [-0.77, -0.09, -0.03], [0.13, -0.10, -0.14], [-0.01, -0.03, 0.02], [-0.51, 0.17, -0.35], [0.00, 0.00, 0.01], [0.00, 0.00, 0.00], [0.00, -0.01, 0.02], [-0.14, 0.05, 0.14], [0.09, 0.09, -0.24], [-0.05, -0.11, 0.03], [0.00, 0.00, 0.06], [0.00, 0.03, -0.03], [-0.02, 0.00, 0.00], [0.01, 0.00, -0.01], [0.00, 0.01, 0.01], [-0.01, 0.00, 0.00], [0.00, -0.04, 0.01], [0.01, -0.01, 0.01], [0.03, -0.02, -0.02], [0.02, 0.00, -0.01], [0.00, -0.01, 0.00], [0.02, 0.03, -0.03], [-0.02, 0.02, 0.00], [-0.02, 0.00, 0.00], [-0.02, 0.01, -0.01], [0.01, 0.01, 0.00], [0.00, 0.00, 0.00], [0.00, -0.01, 0.00], [0.00, 0.00, 0.00], [0.00, 0.01, -0.01], [-0.01, 0.01, 0.00], [0.01, -0.01, -0.01], [0.00, -0.03, -0.01], [-0.06, -0.08, 0.00], [-0.08, 0.06, 0.02], [0.02, 0.00, 0.01], [0.21, -0.02, 0.19], [0.07, 0.02, -0.09], [0.04, 0.00, -0.01], [-0.01, 0.00, 0.02], [0.02, -0.01, 0.00], [0.00, 0.01, -0.02], [-0.04, -0.01, 0.04], [0.00, -0.01, 0.00], [0.00, 0.01, -0.01], [0.00, -0.01, 0.01], [0.08, 0.01, -0.02], [0.00, 0.00, 0.00], [-0.03, 0.00, 0.03], [0.00, -0.01, 0.00], [0.02, -0.01, -0.01], [-0.03, 0.01, 0.01], [0.00, 0.00, 0.00], [0.04, 0.00, -0.03], [-0.04, -0.02, -0.13], [-0.42, -0.18, 0.28], [0.01, -0.02, -0.04], [-0.60, 0.20, 0.16], [-0.05, 0.02, 0.05], [-0.01, -0.01, 0.00], [0.02, 0.02, 0.01], [0.00, 0.00, 0.01], [-0.01, -0.01, 0.05], [0.01, -0.01, -0.01]], "total_charge": 0}

Entry 2:
{"formula": "C30H33Br64NO3", "method": "wB97M-V/def2-TZVPD", "elements": ["N", "C", "C", "C", "C", "C", "C", "C", "Br", "C", "O", "O", "C", "O", "H", "H", "H", "H", "H", "H", "H", "H", "H", "H", "H", "H", "C", "Br", "Br", "Br", "H", "C", "Br", "Br", "Br", "H", "C", "Br", "Br", "Br", "H", "C", "Br", "Br", "Br", "H", "C", "Br", "Br", "Br", "H", "C", "Br", "Br", "Br", "H", "C", "Br", "Br", "Br", "H", "C", "Br", "Br", "Br", "H", "C", "Br", "Br", "Br", "H", "C", "Br", "Br", "Br", "H", "C", "Br", "Br", "Br", "H", "C", "Br", "Br", "Br", "H", "C", "Br", "Br", "Br", "H", "C", "Br", "Br", "Br", "H", "C", "Br", "Br", "Br", "H", "C", "Br", "Br", "Br", "H", "C", "Br", "Br", "Br", "H", "C", "Br", "Br", "Br", "H", "C", "Br", "Br", "Br", "H", "C", "Br", "Br", "Br", "H", "C", "Br", "Br", "Br", "H"], "positions_angstrom": [[-2.717593, 3.301920, -6.184523], [-3.739629, 2.185247, -6.455956], [-3.697994, 1.053538, -5.259384], [-3.588107, -0.429738, -5.871298], [-3.483693, -1.695290, -5.095377], [-3.565881, -2.126522, -3.560423], [-3.592354, -0.896633, -2.430078], [-2.098347, -0.365170, -2.114648], [-0.621987, -1.541122, -2.779682], [-3.035384, -2.781096, -6.259842], [-2.072202, -3.628343, -5.981509], [-3.217960, -2.406404, -7.654030], [-3.703814, -1.029366, -7.378613], [-4.586030, -0.478005, -8.151047], [-1.800693, 2.979569, -6.576097], [-2.611386, 3.425633, -5.154304], [-4.808561, 2.645539, -6.437698], [-3.463665, 1.759492, -7.499010], [-4.456042, 1.248975, -4.397489], [-2.633233, 1.221139, -4.762471], [-4.709796, -2.451906, -3.443898], [-2.994862, -3.088537, -3.198779], [-4.395047, -0.070907, -2.694203], [-4.037286, -1.363218, -1.435734], [-2.010449, 0.718839, -2.546851], [-2.004729, -0.345764, -0.926407], [3.457924, -0.586563, -1.544453], [3.224654, -2.465557, -1.990571], [3.323057, 0.552609, -3.115545], [2.243320, -0.021158, -0.133982], [4.474987, -0.474392, -1.154550], [-5.950662, 3.724623, -1.980068], [-7.463663, 3.704700, -3.202558], [-5.720993, 2.013033, -1.084555], [-4.316225, 4.306020, -2.860391], [-6.176204, 4.463675, -1.204207], [0.715946, -5.273357, 0.462091], [2.220943, -4.425434, 1.356555], [-0.861673, -4.135223, 0.463342], [1.179980, -5.865348, -1.331953], [0.464353, -6.169207, 1.039306], [-6.208422, -5.040112, -7.417669], [-5.769261, -6.868264, -7.916721], [-4.614798, -3.944637, -7.206652], [-7.479797, -4.238101, -8.652480], [-6.697715, -5.084577, -6.439078], [2.404516, 4.497886, -0.589716], [4.018818, 3.420696, -0.722913], [0.825720, 3.508186, -1.148403], [2.188764, 5.262359, 1.186067], [2.520259, 5.334856, -1.286214], [2.316224, 2.679639, 4.514875], [2.690820, 1.616299, 2.929618], [2.543362, 1.648327, 6.148594], [3.355865, 4.323578, 4.546213], [1.261476, 2.969310, 4.463677], [-8.942744, 3.753508, 0.335486], [-7.943573, 3.120748, 1.879936], [-10.753815, 3.044066, 0.304742], [-8.923391, 5.694466, 0.206330], [-8.433512, 3.368783, -0.554286], [7.869233, 5.198601, 5.088583], [7.479344, 4.053827, 3.564925], [8.022384, 7.067159, 4.569672], [6.584720, 4.950126, 6.528255], [8.846796, 4.893231, 5.476071], [0.431268, 2.653222, -9.014724], [-0.659752, 1.185910, -8.350853], [0.591316, 4.085201, -7.707799], [2.170748, 2.039848, -9.633075], [-0.088218, 3.070147, -9.883823], [4.781967, 4.947209, -7.505726], [6.574424, 5.102664, -8.245309], [4.598563, 3.373468, -6.377038], [4.237550, 6.569280, -6.580053], [4.097756, 4.816249, -8.350550], [2.241527, 9.238565, -0.868326], [3.855830, 8.161375, -1.001524], [0.662731, 8.248866, -1.427013], [2.025776, 10.003039, 0.907457], [2.357271, 10.075536, -1.564825], [-3.346973, -7.546480, 0.223295], [-2.220084, -7.214853, 1.773844], [-5.046916, -8.349791, 0.722410], [-3.591717, -5.942651, -0.850114], [-2.821520, -8.274002, -0.404110], [5.437692, 9.636887, 3.294226], [4.042136, 9.591054, 4.648618], [5.467460, 8.008696, 2.230112], [5.313901, 11.227194, 2.180686], [6.394949, 9.690683, 3.823179], [0.736820, -4.633316, 5.255963], [-0.591356, -5.231290, 3.966612], [0.130944, -3.074238, 6.249149], [1.296657, -6.072542, 6.439004], [1.619941, -4.326051, 4.686129], [-1.024793, 5.670542, 3.695220], [-0.585631, 3.842391, 3.196167], [0.568832, 6.766017, 3.906236], [-2.296167, 6.472554, 2.460409], [-1.514086, 5.626079, 4.673811], [2.481198, -9.555364, 8.827763], [2.393989, -8.231537, 10.250411], [0.736554, -9.875742, 8.029133], [3.815880, -9.093573, 7.489950], [2.800676, -10.496979, 9.286372], [-4.603061, -10.814606, -7.745083], [-4.836331, -12.693600, -8.191202], [-4.737928, -9.675434, -9.316176], [-5.817665, -10.249201, -6.334612], [-3.585998, -10.702436, -7.355180], [0.376387, -2.543316, 10.736518], [0.815548, -4.371467, 10.237466], [1.970012, -1.447841, 10.947534], [-0.894987, -1.741304, 9.501707], [-0.112906, -2.587779, 11.715108], [2.961395, 2.101271, 13.435808], [1.448394, 2.081347, 12.213316], [3.191062, 0.389680, 14.331321], [4.595831, 2.682668, 12.555484], [2.735852, 2.840322, 14.211667], [3.633118, -8.130311, -4.189333], [3.726135, -8.598389, -2.303515], [3.519316, -9.707785, -5.321966], [2.194129, -6.872765, -4.553006], [4.571152, -7.623927, -4.439720], [7.347092, 0.931148, 9.957141], [8.473980, 1.262774, 11.507689], [5.647148, 0.127836, 10.456255], [7.102347, 2.534976, 8.883732], [7.872544, 0.203626, 9.329736]], "atomic_forces_ev_per_a": [[-0.35, -1.53, 0.03], [-0.03, 0.51, 0.84], [1.97, 0.13, -1.18], [0.26, -5.32, 2.57], [0.81, 2.18, -3.51], [-3.23, 0.22, 0.57], [0.04, -1.42, 0.03], [-1.41, 1.35, 1.50], [-0.88, 0.98, 0.37], [7.82, -2.07, 4.26], [-5.25, 4.25, -1.46], [1.97, 6.30, 3.37], [-5.81, 3.47, -2.33], [5.36, -3.09, 3.24], [-1.11, 0.44, 0.77], [-0.01, -0.16, -1.21], [1.94, -0.81, -0.38], [-0.85, 0.58, 1.96], [0.98, -0.75, -1.91], [-2.09, -0.50, -0.92], [2.17, 0.35, -0.55], [-0.64, 2.28, -1.24], [2.09, -1.56, 0.21], [1.04, 0.67, -2.09], [0.34, -2.18, 0.82], [0.14, 0.16, -2.76], [0.21, 0.00, 0.05], [-0.03, 0.47, 0.10], [-0.07, -0.34, 0.32], [0.22, -0.25, -0.39], [-0.47, -0.04, -0.17], [0.01, 0.19, 0.10], [0.42, -0.06, 0.26], [-0.05, 0.38, -0.29], [-0.43, -0.18, 0.20], [0.10, -0.28, -0.30], [-0.12, -0.10, 0.10], [-0.31, -0.15, -0.21], [0.70, 0.02, -0.09], [-0.14, 0.24, 0.48], [0.08, 0.40, -0.21], [-0.52, -0.56, 1.02], [-0.12, 0.71, 0.06], [-5.14, -4.07, -1.72], [0.45, -0.15, 0.28], [0.01, -0.07, -0.49], [0.05, 0.26, -0.05], [-0.35, 0.34, 0.11], [0.34, 0.20, 0.17], [0.09, -0.22, -0.64], [-0.05, -0.35, 0.29], [-0.09, 0.02, 0.10], [-0.06, 0.31, 0.38], [0.03, 0.23, -0.37], [-0.14, -0.54, 0.07], [0.69, -0.18, 0.11], [0.04, -0.14, -0.09], [-0.30, 0.22, -0.33], [0.50, 0.22, 0.03], [0.02, -0.48, 0.04], [-0.27, 0.13, 0.38], [0.21, -0.14, 0.09], [0.01, 0.35, 0.39], [0.09, -0.50, 0.26], [0.24, 0.22, -0.46], [-0.45, 0.16, -0.18], [-0.06, 0.14, -0.23], [0.36, 0.26, -0.15], [0.06, -0.37, -0.29], [-0.42, 0.14, 0.23], [0.22, -0.20, 0.41], [-0.16, -0.07, -0.17], [-0.44, -0.03, 0.24], [0.08, 0.42, -0.24], [0.16, -0.42, -0.19], [0.28, 0.04, 0.38], [0.02, 0.19, -0.09], [-0.48, 0.23, -0.12], [0.39, 0.14, 0.18], [-0.02, -0.33, -0.44], [-0.05, -0.40, 0.32], [0.05, -0.11, -0.21], [-0.39, -0.29, -0.31], [0.45, 0.26, -0.08], [-0.15, -0.52, 0.20], [-0.23, 0.35, 0.29], [0.23, -0.10, 0.02], [0.28, -0.02, -0.37], [-0.22, 0.47, 0.29], [0.09, -0.37, 0.30], [-0.45, -0.01, -0.21], [0.25, 0.10, -0.05], [0.27, 0.21, 0.46], [0.14, -0.50, -0.26], [-0.17, 0.32, -0.27], [-0.41, -0.15, 0.20], [-0.10, 0.12, 0.23], [-0.47, 0.49, -0.12], [-0.47, -0.17, -0.06], [0.38, -0.24, 0.25], [0.23, 0.01, -0.46], [0.06, -0.24, 0.09], [0.00, -0.26, -0.40], [0.45, 0.16, 0.18], [-0.38, -0.05, 0.33], [-0.15, 0.45, -0.21], [0.22, -0.01, 0.12], [0.01, 0.49, 0.09], [0.04, -0.50, 0.31], [0.28, -0.23, -0.38], [-0.47, -0.04, -0.19], [-0.03, -0.08, 0.21], [-0.10, 0.46, 0.04], [-0.40, -0.34, -0.13], [0.31, -0.14, 0.33], [0.22, 0.05, -0.46], [-0.02, 0.25, 0.16], [0.40, 0.04, 0.28], [-0.03, 0.37, -0.28], [-0.52, 0.06, 0.40], [0.10, -0.37, -0.36], [0.22, 0.09, -0.02], [-0.04, 0.07, -0.50], [-0.02, 0.40, 0.31], [0.31, -0.34, 0.05], [-0.44, -0.23, 0.12], [0.06, -0.17, -0.12], [-0.32, -0.04, -0.33], [0.52, -0.06, -0.33], [0.07, -0.46, 0.33], [-0.24, 0.34, 0.30]], "total_charge": 0}

no.,highest occupied orbital energy (eV)
1,-8.735
2,-9.486